# 1
21
Properties=species:S:1:pos:R:3:forces:R:3 method="wB97M-V/def2-TZVPD" homo_energy_ev=-5.07 charge=-1 total_energy_ev=-29031.4573
C -0.709350 -1.326667 -0.401904 1.516 0.931 0.206
H -2.159217 -0.635507 0.827310 -0.650 0.390 1.070
O -4.692924 1.243423 0.132959 0.335 -0.132 0.292
H 2.652545 1.506587 0.689866 1.279 0.351 0.088
O -3.283786 0.472568 -1.236852 1.337 -1.560 -2.038
H -0.416146 1.084505 2.038406 -0.432 -1.344 -0.682
H 0.782473 -1.842962 -1.772374 0.654 1.333 1.111
Cl 4.437685 1.227659 -0.161733 0.056 0.127 -0.062
H -1.402343 -1.975967 -0.890378 -0.199 -0.414 -0.182
C 0.610963 -1.138029 -0.894075 -2.694 -2.318 -1.655
H 2.409354 -0.007737 -1.066531 -1.712 0.071 1.802
H -1.244072 1.280813 -0.986657 0.483 1.023 0.702
N -2.669990 1.970379 0.315175 1.980 1.957 1.238
C -1.446450 1.956672 -0.114163 -1.731 -0.502 -1.359
C 1.424780 -0.150908 -0.454563 2.716 0.861 -1.292
C -1.124071 -0.510492 0.629700 0.056 -2.045 -0.954
C -0.230739 0.348145 1.199143 1.163 3.274 2.030
N -3.546430 1.148611 -0.301755 -3.129 0.650 0.703
H -0.832727 2.770298 0.272727 0.215 -0.578 -0.173
O 1.842692 1.532269 1.253541 -1.366 -0.451 -0.606
C 1.035325 0.636500 0.660038 0.123 -1.625 -0.238

=====

# 2
81
Properties=species:S:1:pos:R:3:forces:R:3 method="wB97M-V/def2-TZVPD" homo_energy_ev=-15.57 charge=+3 total_energy_ev=-253114.4216
H 1.620630 -0.487331 -2.742754 0.000 0.032 0.015
C -3.809696 2.118660 -4.823034 0.036 0.073 0.177
H 1.895024 -2.572320 1.628033 0.026 0.002 -0.004
H -0.547837 5.107364 -0.219825 -0.005 0.002 0.020
C -3.026230 -1.782088 -0.344656 -0.073 0.030 -0.101
C -1.425313 3.878290 -2.600289 0.064 -0.098 -0.183
H -4.427690 -1.437678 1.627737 0.013 -0.020 0.046
H 3.312068 2.586786 -2.532615 0.030 -0.017 -0.008
C -2.744036 1.310195 4.241107 0.032 -0.007 0.045
H -2.895132 -3.130626 2.669196 -0.029 0.000 0.016
C 2.240977 4.499302 -2.556467 -0.113 0.057 0.049
H -3.826214 1.326363 4.253837 -0.005 0.001 0.008
H -3.500835 3.012341 0.539128 -0.004 0.012 -0.029
C -3.423813 2.661143 -3.588348 -0.160 -0.040 -0.131
Se 0.434929 -2.482536 -1.839723 -0.062 0.136 0.089
C 2.389361 3.144074 -2.554411 -0.095 -0.007 0.007
C -2.993103 2.907588 1.495910 -0.075 0.012 0.016
H -3.489418 -2.735889 -0.085753 0.013 -0.005 -0.031
C 0.040424 1.321639 4.244660 -0.054 -0.001 -0.034
H -3.226870 -0.962826 2.834883 -0.007 0.033 -0.028
S -3.702842 5.303684 -1.983776 -0.051 0.185 -0.077
H 1.121581 1.340307 4.240310 0.031 -0.003 0.013
H -4.465960 6.922573 -0.369040 -0.029 0.004 -0.012
N -2.711383 1.470830 1.749307 0.125 -0.012 -0.080
H -4.693544 0.956924 2.361616 -0.017 -0.058 -0.023
H -2.209291 -2.095054 -5.745484 -0.004 -0.004 0.002
H -2.858433 1.924247 -6.798135 0.006 -0.028 -0.027
C -0.104903 -1.959590 1.162293 0.161 0.013 -0.092
C 0.845262 -2.715549 1.845273 -0.010 -0.003 -0.012
C -2.414230 6.226209 0.039365 -0.097 -0.035 -0.062
S 0.445031 -0.882782 -0.141854 -0.114 0.136 0.155
C -2.077170 4.747552 -1.729595 -0.306 0.241 0.450
H -3.419000 -1.853793 -4.475153 -0.008 -0.001 0.004
C -2.039539 1.350388 3.048052 -0.063 0.053 0.010
C 1.340482 -1.421956 -3.225989 0.051 -0.038 0.021
C -0.904691 -3.787874 3.071892 -0.094 -0.017 0.018
C 0.445042 -3.627164 2.807178 0.078 0.025 -0.024
H 2.273046 -4.098184 -2.062620 0.049 -0.049 0.036
H -4.779067 1.694989 -5.031339 -0.054 -0.010 -0.003
C -2.049929 1.257546 5.440262 0.060 0.003 -0.021
C -1.541531 5.338392 -0.576411 0.126 0.089 -0.054
H -4.349288 0.841719 0.640513 -0.013 0.015 -0.015
C -2.809109 2.215993 -5.760671 0.142 0.091 -0.003
C -1.849856 -3.002216 2.425114 0.004 0.007 0.027
C 0.425921 -1.216054 -4.417602 -0.012 -0.035 -0.011
N -2.441268 -1.160268 0.876030 -0.029 0.221 -0.102
H -2.190327 6.807571 0.919909 0.015 0.001 0.035
C 0.881869 4.885618 -2.525149 0.081 0.011 0.110
H 1.181561 -4.209329 3.342415 0.018 -0.009 0.010
H -4.045623 2.674637 -2.705164 -0.023 -0.039 -0.026
H -2.255007 -1.930055 -1.096872 -0.009 -0.011 -0.014
H 2.781149 -2.802072 -0.929534 -0.011 0.032 -0.024
O -1.877909 1.481922 -0.880469 -0.024 -0.624 0.366
H -2.048599 3.444241 1.467459 -0.009 0.011 0.027
H 0.873822 -0.476534 -5.079183 0.058 -0.019 -0.022
H 0.297524 -2.139927 -4.978418 0.013 0.008 -0.027
C 0.012962 3.817272 -2.528136 0.273 -0.008 -0.185
S 0.221243 1.475861 1.488587 0.172 -0.131 0.214
Cr -1.474071 0.642502 0.337239 -0.085 0.288 -0.665
C -3.565377 -0.796702 1.814465 0.035 -0.131 0.118
S 0.891356 2.329385 -2.565084 0.043 -0.085 -0.114
C -0.652905 1.370441 3.036837 0.234 0.042 0.130
C -3.936022 0.657174 1.634165 -0.104 -0.075 -0.046
H -3.782084 -1.111579 -0.755019 0.028 -0.028 0.001
C -3.623413 6.299911 -0.631659 0.048 -0.001 0.082
H 1.662895 -4.105045 -0.387218 -0.005 -0.007 -0.028
H -0.118421 1.231048 6.375729 0.006 -0.001 0.009
H -3.615760 3.301217 2.300610 -0.014 0.023 -0.016
H 0.541419 5.910351 -2.551196 -0.001 0.043 -0.017
C 1.979788 -3.478410 -1.216012 -0.027 -0.023 -0.074
H -1.232083 -4.515630 3.801328 -0.003 -0.014 0.015
C -0.659197 1.263198 5.440182 -0.032 0.004 -0.061
S -1.395008 2.906160 -5.146615 -0.083 -0.022 -0.201
H -2.092878 -3.007154 -4.214317 0.007 -0.053 0.026
H -2.595292 1.222313 6.372642 0.002 -0.001 0.019
H 2.247927 -1.974145 -3.476316 -0.016 0.012 0.015
Se -1.351847 -0.592851 -3.907559 -0.017 0.022 0.244
C -2.128120 3.152664 -3.602223 0.164 -0.207 0.019
H 3.067745 5.192153 -2.575770 0.015 0.015 0.001
C -2.369895 -2.062249 -4.671465 -0.036 0.010 -0.064
C -1.459493 -2.057497 1.489989 -0.174 -0.017 0.084